No. 1
ORCA calculation (ωB97M-V/def2-TZVPD) on a structure of composition C3H4LiO3Tl in a non-equilibrium geometry.

Positions of all 12 atoms, in Å:
O 1.288 0.190 -0.050
C 0.239 -0.466 0.106
C -0.105 -1.822 -0.319
Tl 3.281 -0.588 0.071
Li 1.228 2.259 -0.394
H -0.590 0.080 0.585
H 0.474 -1.943 -1.277
H -1.186 -1.971 -0.163
H 0.333 -2.527 0.406
O -2.715 1.810 0.308
C -1.681 2.323 0.414
O -0.566 2.657 0.313

Output
Gap between HOMO and LUMO (alpha / beta)   9.48 / 4.72 eV
2S+1   2
Energy above the lowest of the compared OMol25 structures with the same formula, charge and spin   0.0 kJ/mol
LUMO energy (alpha / beta)   -14.739 / -19.494 eV
Expectation value of S²   0.759
Total charge   +3

Atomic partial charges in e from the Löwdin method, atoms 1 to 4: atom 1 (O): -0.228, atom 2 (C): -0.126, atom 3 (C): 0.092, atom 4 (Tl): 1.644



No. 2
ORCA calculation (ωB97M-V/def2-TZVPD) on a structure of composition C3H4LiO3Yb in a non-equilibrium geometry.

Positions of all 12 atoms, in Å:
O -2.327 1.337 0.553
C -1.334 2.032 0.158
C -0.236 2.317 1.030
H -1.406 2.270 -0.923
H -0.401 -0.842 -1.747
H -0.481 2.212 2.099
H 0.336 3.215 0.772
Li -2.298 -0.425 1.072
O -0.575 -0.975 0.337
C 0.152 -1.118 -0.682
O 1.360 -0.825 -0.602
Yb 1.212 0.554 0.917

Output
Gap between HOMO and LUMO (alpha / beta)   8.14 / 6.23 eV
2S+1   2
Energy above the lowest of the compared OMol25 structures with the same formula, charge and spin   73.7 kJ/mol
LUMO energy (alpha / beta)   -10.142 / -12.013 eV
Expectation value of S²   0.751
Total charge   +2

Atomic partial charges in e from the natural (NBO) method, atoms 1 to 4: atom 1 (O): -0.723, atom 2 (C): 0.397, atom 3 (C): -1.119, atom 4 (H): 0.205



No. 3
ORCA calculation (ωB97M-V/def2-TZVPD) on a structure of composition C3H4LiO5Ru in a non-equilibrium geometry.

Positions of all 14 atoms, in Å:
O -2.352 -1.427 0.992
C -1.294 -0.520 0.889
C -1.624 0.688 0.073
O -0.823 1.577 -0.175
H -2.917 -1.197 1.736
H -0.897 -0.195 1.866
H -2.623 0.707 -0.408
Ru 1.073 2.055 0.321
O 0.770 -0.533 -1.647
C 1.938 -0.253 -1.312
O 2.179 0.744 -0.449
O 2.989 -0.889 -1.665
Li 4.024 0.247 -0.549
H -0.444 -1.005 0.329

Output
Gap between HOMO and LUMO (alpha / beta)   7.28 / 5.54 eV
2S+1   7
LUMO energy (alpha / beta)   -4.685 / -7.947 eV
Expectation value of S²   12.007
Total charge   +1

Atomic partial charges in e from the natural (NBO) method, atoms 1 to 4: atom 1 (O): -0.667, atom 2 (C): -0.220, atom 3 (C): 0.543, atom 4 (O): -0.669



| no. | DFT total energy (eV) |
| --- | --- |
| 1 | -14181.48616 |
| 2 | -41035.41283 |
| 3 | -16188.10574 |